[1]
Computed, not measured: 14 unconnected molecules or ions with the total composition C14H56O14, with the ωB97M-V functional and the def2-TZVPD basis.

```
84
Properties=species:S:1:pos:R:3:mulliken_charge:R:1
C 6.130 -15.014 10.169 -0.69
O 4.963 -14.621 9.506 -0.59
H 6.054 -16.057 10.507 0.43
H 6.958 -14.888 9.455 0.39
H 6.339 -14.385 10.954 0.16
H 4.806 -15.278 8.826 0.30
C 10.270 -7.886 8.603 -0.76
O 10.185 -8.774 9.697 -0.33
H 9.675 -6.991 8.860 0.26
H 11.317 -7.577 8.483 0.29
H 9.871 -8.365 7.637 0.21
H 9.292 -8.668 9.985 0.41
C 13.014 -10.039 11.752 -0.64
O 12.004 -10.664 10.985 -0.47
H 13.770 -10.810 11.882 0.26
H 13.479 -9.190 11.139 0.24
H 12.564 -9.662 12.698 0.23
H 11.442 -9.916 10.653 0.31
C 6.505 -7.676 9.748 -0.35
O 7.539 -8.374 10.445 -0.55
H 5.793 -7.147 10.410 -0.04
H 6.954 -6.844 9.095 0.27
H 5.856 -8.342 9.144 0.12
H 7.323 -9.308 10.578 0.34
C 3.572 -5.926 12.394 -0.78
O 4.438 -7.009 12.635 -0.16
H 3.742 -5.036 12.999 0.33
H 3.697 -5.618 11.344 0.26
H 2.514 -6.193 12.491 0.26
H 4.363 -7.238 13.538 0.14
C 10.969 -11.760 7.299 -0.46
O 10.132 -12.812 7.775 -0.53
H 11.525 -12.187 6.460 0.32
H 10.466 -10.796 7.082 0.13
H 11.744 -11.561 8.011 0.21
H 9.755 -12.564 8.639 0.24
C 9.684 -13.825 11.056 -0.68
O 9.841 -12.440 10.775 -0.08
H 8.854 -13.977 11.697 0.17
H 9.485 -14.348 10.125 0.31
H 10.574 -14.276 11.519 0.27
H 10.755 -12.153 10.726 0.27
C 3.808 -13.440 12.938 -0.33
O 4.323 -14.523 12.109 -0.53
H 2.767 -13.689 13.165 0.33
H 4.393 -13.418 13.832 0.33
H 3.762 -12.453 12.388 -0.10
H 4.187 -14.310 11.182 0.29
C 1.042 -9.763 13.916 -0.61
O 2.104 -8.803 13.892 -0.35
H 0.557 -9.586 12.974 0.26
H 1.393 -10.796 13.897 0.18
H 0.229 -9.697 14.677 0.28
H 2.702 -8.955 14.653 0.24
C 4.737 -7.309 16.513 -0.81
O 4.577 -8.221 15.436 -0.33
H 3.759 -6.954 16.837 0.30
H 5.144 -7.787 17.407 0.30
H 5.426 -6.533 16.267 0.29
H 5.409 -8.583 15.205 0.36
C 6.583 -11.486 9.295 -0.41
O 6.620 -11.057 10.647 0.48
H 5.872 -12.317 9.209 0.21
H 6.365 -10.619 8.621 0.21
H 7.592 -11.729 9.027 -0.07
H 5.712 -10.837 10.876 -0.05
C 8.278 -8.651 14.365 -0.69
O 7.073 -9.243 14.711 -0.62
H 8.132 -7.590 14.532 0.34
H 9.103 -8.938 15.028 0.25
H 8.521 -8.763 13.360 0.21
H 6.925 -10.020 14.222 0.44
C 3.527 -9.474 10.343 -0.72
O 4.243 -10.000 11.477 -0.51
H 3.989 -8.746 9.638 0.12
H 3.342 -10.396 9.811 0.40
H 2.548 -9.001 10.607 0.26
H 4.194 -9.310 12.144 0.09
C 8.441 -12.262 13.744 -0.75
O 7.606 -11.368 13.112 -0.24
H 8.041 -13.247 13.797 0.28
H 9.430 -12.309 13.223 0.16
H 8.606 -11.942 14.803 0.29
H 7.634 -11.374 12.161 0.17
```

Total charge = 0
2S+1 = 1
DFT total energy = -44085.7113 eV
ΔE to the lowest compared entry with this formula, charge and spin = 84.6 kJ/mol
Gap between HOMO and LUMO = 10.4 eV

***

[2]
Computed, not measured: 2 unconnected molecules or ions with the total composition C6H12O, with the ωB97M-V functional and the def2-TZVPD basis.

```
19
Properties=species:S:1:pos:R:3:mulliken_charge:R:1
C -1.363 0.478 1.337 -1.14
C -0.068 -0.235 1.037 -0.27
C 0.145 -0.955 -0.054 -0.03
C 1.155 -1.593 -0.924 -0.49
C -0.200 -1.138 -1.469 -0.04
O -1.171 -2.044 -1.903 -0.54
H -1.936 -0.269 1.885 0.36
H -1.290 1.377 1.965 0.35
H -1.913 0.744 0.428 0.33
H 0.725 -0.128 1.787 0.39
H 2.033 -1.032 -1.250 0.24
H 1.327 -2.664 -0.835 0.23
H -0.169 -0.275 -2.139 0.31
H -1.487 -2.509 -1.122 0.32
C 0.864 2.063 0.283 -0.78
H 0.716 2.408 1.323 0.29
H 0.212 2.654 -0.355 0.31
H 1.915 2.168 0.045 0.36
H 0.642 1.017 0.062 -0.19
```

SMILES = C/C=C1/C[C@H]1O.C
Total charge = 0
2S+1 = 1
DFT total energy = -8460.8440 eV
ΔE to the lowest compared entry with this formula, charge and spin = 338.7 kJ/mol
Gap between HOMO and LUMO = 9.9 eV

***

[3]
Computed, not measured: a molecular structure, C23H34Br2Cl2F6NO8PbS2, with the ωB97M-V functional and the def2-TZVPD basis.

```
79
Properties=species:S:1:pos:R:3:mulliken_charge:R:1
C 4.146 -1.334 2.551 -1.37
C 4.839 -0.118 2.005 -0.46
C 4.117 1.158 2.381 -0.96
C 2.886 1.323 1.543 0.95
O 1.999 2.181 2.272 -0.56
C 0.960 2.716 1.567 0.77
S -0.077 3.377 2.944 -0.27
C 1.514 3.905 0.733 -1.01
C 0.545 5.023 0.295 -2.01
C -0.676 4.607 -0.404 1.24
F -1.593 4.285 0.427 -0.23
Br -0.393 3.163 -1.635 -0.16
C -1.237 5.814 -1.237 0.67
F -1.036 6.911 -0.660 -0.18
F -0.690 5.854 -2.435 -0.23
Br -3.140 5.562 -1.550 -0.13
O 0.410 1.923 0.492 0.46
C -0.273 0.673 0.501 0.02
Cl -0.314 -0.127 2.100 -0.29
C -1.741 0.970 0.190 -0.91
C -2.726 -0.145 0.468 -1.05
C -4.029 0.139 -0.278 -0.64
C -4.702 -1.099 -0.726 0.28
O -4.187 -2.109 -0.915 -0.50
O -6.027 -0.946 -0.955 -0.32
C -6.801 -1.829 -0.123 -0.24
C -8.252 -1.544 -0.427 -1.17
C 0.446 -0.373 -0.650 2.16
C 0.409 -1.772 -0.099 -3.14
C 0.753 -2.920 -1.059 -1.78
C 1.911 -3.788 -0.583 -0.21
C 1.745 -5.132 -1.255 -1.17
S 3.150 -6.202 -0.994 1.07
O 3.843 -5.713 0.098 -0.51
O 2.695 -7.499 -0.868 -0.54
Cl 4.302 -6.022 -2.661 -0.21
N 1.753 0.177 -0.974 0.70
C 2.885 -0.557 -1.146 0.12
F 3.872 0.338 -1.366 -0.37
F 3.265 -1.216 -0.135 -0.01
F 2.940 -1.311 -2.214 -0.34
C -0.352 -0.443 -2.019 -0.43
O -1.270 -1.126 -2.133 -0.43
O 0.015 0.269 -3.048 -0.86
H 4.603 -2.239 2.211 0.38
H 3.106 -1.371 2.288 0.28
H 4.190 -1.346 3.622 0.42
H 5.790 -0.081 2.500 0.52
H 5.040 -0.188 0.952 0.24
H 4.754 2.019 2.346 0.34
H 3.763 0.996 3.378 0.41
H 3.110 1.673 0.560 0.43
H 2.429 0.357 1.524 -0.96
H -1.200 3.788 2.357 0.10
H 2.277 4.420 1.270 0.60
H 1.978 3.375 -0.080 0.30
H 1.139 5.617 -0.380 0.60
H 0.227 5.714 1.039 0.58
H -1.996 1.727 0.906 0.64
H -1.870 1.447 -0.760 0.44
H -2.991 -0.165 1.496 0.89
H -2.417 -1.118 0.148 0.22
H -3.898 0.807 -1.110 0.33
H -4.700 0.626 0.402 0.47
H -6.564 -2.860 -0.286 0.29
H -6.557 -1.579 0.896 0.32
H -8.280 -1.099 -1.396 0.31
H -8.794 -2.464 -0.412 0.34
H -8.627 -0.830 0.275 0.32
H -0.539 -2.014 0.304 1.13
H 1.079 -1.858 0.729 0.72
H 0.938 -2.636 -2.078 0.65
H -0.080 -3.591 -1.104 0.83
H 1.899 -3.892 0.476 0.52
H 2.844 -3.400 -0.926 0.17
H 1.704 -4.923 -2.306 0.57
H 0.821 -5.603 -0.992 0.40
H 1.765 0.909 -1.637 0.30
Pb -0.827 2.738 -4.231 1.14
```

Total charge = +1
2S+1 = 1
DFT total energy = -250612.8083 eV
Gap between HOMO and LUMO = 4.8 eV

***

[4]
Computed, not measured: C2H4N2P2 in the gas phase, with the ωB97M-V functional and the def2-TZVPD basis.

```
10
Properties=species:S:1:pos:R:3:mulliken_charge:R:1
C -0.713 1.056 0.314 -0.14
C 0.212 -1.679 -0.334 -0.11
N 0.545 1.255 0.508 -0.38
N 1.331 -1.170 -0.207 -0.42
P -1.447 0.290 -1.109 -0.04
P 1.778 0.587 -0.319 0.07
H -1.337 1.477 0.956 0.49
H -0.290 -2.567 -0.369 0.41
H -2.528 0.044 -0.297 0.03
H 2.448 0.707 0.858 0.10
```

Total charge = 0
2S+1 = 3
<S²> = 2.027
DFT total energy = -23690.6535 eV
ΔE to the lowest compared entry with this formula, charge and spin = 85.3 kJ/mol
Gap between HOMO and LUMO (spin up / spin down) = 6.8 / 6.8 eV

***

[5]
Computed, not measured: C3H2ClNOS in the gas phase, with the ωB97M-V functional and the def2-TZVPD basis.

```
9
Properties=species:S:1:pos:R:3:mulliken_charge:R:1
S 2.466 -0.974 0.008 -0.21
C 0.791 -0.426 -0.002 0.60
N -0.252 -1.244 -0.001 -0.51
C -1.301 -0.365 0.024 0.33
Cl -2.929 -0.910 0.001 -0.18
C -0.897 0.916 0.018 -0.27
O 0.492 0.879 -0.001 -0.30
H 2.998 0.239 -0.024 0.14
H -1.367 1.885 -0.024 0.38
```

SMILES = Sc1nc(Cl)co1
Total charge = 0
2S+1 = 1
DFT total energy = -30037.9280 eV
ΔE to the lowest compared entry with this formula, charge and spin = 13.2 kJ/mol
Gap between HOMO and LUMO = 9.5 eV

***

[6]
Computed, not measured: a gas-phase ion, C5H10NS4 (charge +1), with the ωB97M-V functional and the def2-TZVPD basis.

```
20
Properties=species:S:1:pos:R:3:mulliken_charge:R:1
C 1.787 -0.676 0.530 -0.42
C 0.233 -0.736 0.405 -0.74
C 2.426 0.595 0.205 0.34
C -0.876 1.648 0.582 0.03
C -1.668 1.733 -0.673 -0.70
N -0.591 0.322 1.212 -0.02
S 1.265 1.915 0.004 -0.19
S 2.520 -1.958 -0.573 -0.07
S -0.419 -2.397 0.740 -0.07
S 4.035 0.912 0.258 -0.15
H 1.842 -0.967 1.580 0.36
H -0.133 -0.553 -0.618 0.29
H -1.252 2.381 -1.383 0.34
H -2.740 1.967 -0.487 0.32
H -1.681 0.527 -0.904 0.22
H -1.317 -0.270 1.601 0.46
H 0.022 0.491 1.985 0.36
H 2.231 -1.310 -1.683 0.20
H -1.252 -2.464 -0.431 0.22
H 4.475 -0.442 0.196 0.22
```

Total charge = +1
2S+1 = 3
<S²> = 2.056
DFT total energy = -50164.8832 eV
ΔE to the lowest compared entry with this formula, charge and spin = 278.4 kJ/mol
Gap between HOMO and LUMO (spin up / spin down) = 5.8 / 7.5 eV

***

Which value of 2S+1 does entry 3 give? 1

***

What is the 2S+1 in the first record? 1

***

DFT total energy of number 6 (C5H10NS4)? -50164.8832 eV

***

2S+1 of number 4 (C2H4N2P2)? 3